DFT (wB97M-V/def2-TZVPD) results for C23H23N5OOsSSbTe as an isolated structure in a non-equilibrium geometry.

```
56
Properties=species:S:1:pos:R:3:forces:R:3
H -1.995 -5.039 1.052 0.44 -0.21 0.97
H -1.949 4.330 -0.664 -0.74 0.83 -0.45
Os 0.460 0.242 -0.842 0.52 -0.76 -1.15
C 0.257 1.958 4.234 -0.15 -0.41 -0.54
O 0.446 0.244 -2.900 -0.71 -0.62 1.05
C 0.803 3.158 3.827 0.42 0.35 -0.80
C 1.378 2.215 1.659 -0.12 0.82 0.55
C 5.501 -1.226 -0.090 -0.52 0.43 0.35
Sb -1.658 1.773 -0.570 -0.35 -0.31 0.00
H 7.169 -1.294 1.268 -0.10 0.04 0.20
H -0.402 -0.835 -5.738 -0.75 -0.92 -0.69
C -2.968 1.743 -2.289 -0.43 -0.95 2.25
H -3.063 0.237 1.158 0.36 1.26 0.01
C 4.152 -0.992 0.002 -0.64 -0.10 0.74
C -1.729 -4.067 0.682 0.19 -1.00 -0.08
C -2.884 1.351 1.104 -0.37 -0.96 0.71
C -2.511 -3.814 -0.388 0.18 0.23 -1.19
H -3.745 2.467 -2.019 -0.11 -0.43 -0.42
C -2.451 -2.638 -1.259 -0.91 0.50 -0.51
C -0.242 -0.595 -3.665 1.68 1.93 -1.55
N -2.168 -1.217 -0.819 -0.01 -0.09 -0.02
H 0.743 4.046 4.435 0.08 -0.03 0.27
C -1.315 -1.903 -1.828 0.74 -0.78 -0.14
N 0.580 0.074 1.093 -0.37 -2.66 0.06
C -0.672 -3.340 1.198 -0.63 0.64 0.45
H -3.153 -4.638 -0.706 -0.10 0.56 -0.02
C 0.231 0.881 3.354 0.07 -0.01 -0.29
H -0.232 1.904 5.189 -0.05 -0.22 0.26
H 0.488 0.492 -5.241 0.27 0.28 0.21
H 6.003 -1.401 -1.006 0.41 -0.17 -0.62
H 1.744 4.278 2.276 0.01 -0.70 -0.05
C -1.632 -2.363 -4.295 -0.79 -1.60 -2.12
H -0.291 -0.043 3.603 0.29 0.27 -0.02
C 5.239 -0.934 2.205 -0.49 -0.12 -0.88
C -0.709 -1.438 -0.565 0.25 1.61 -0.38
H -3.281 0.675 -2.341 -0.17 0.94 0.11
H -0.325 -3.562 2.190 0.42 -0.32 0.10
H -3.277 -2.577 -1.952 -0.36 -0.23 -0.11
S 3.652 -0.768 1.641 -0.03 0.09 -0.21
C 6.101 -1.147 1.154 1.40 -0.30 0.91
H -2.466 1.986 -3.169 0.87 0.63 -1.38
H -1.205 4.081 0.931 0.44 -0.56 -1.54
C 1.379 3.278 2.557 -0.14 0.64 0.01
Te 2.823 -1.206 -1.467 -1.02 0.28 -0.84
H 1.752 2.340 0.648 0.21 -0.06 0.02
H -0.253 4.010 -0.698 0.68 0.40 0.15
H -3.876 1.828 1.035 0.49 -0.02 -0.14
H -2.377 1.719 2.030 -0.32 -0.37 -0.75
C -0.320 -2.030 0.736 0.89 0.81 1.03
N -2.007 -2.924 -5.260 0.71 1.32 2.35
C 0.784 1.021 2.051 -0.67 0.36 1.19
C -1.028 -1.617 -3.251 -0.87 -0.58 1.09
N 0.299 -1.254 1.613 -0.39 0.27 -1.34
C -1.165 3.810 -0.175 -0.50 -0.51 1.36
N -0.007 -0.337 -4.993 0.22 0.36 1.35
H 5.370 -0.940 3.262 0.53 0.12 0.44
```
Forces are in eV/Å.

**Spin multiplicity**: 5
**E_HOMO (alpha / beta)**: -10.2 / -10.8 eV
**<S²>**: 6.079
**Net charge**: +1
**Gap between HOMO and LUMO (alpha / beta)**: 6.55 / 5.37 eV

Results of the natural (NBO) charge analysis, in e, for atoms 1 through 6: H 0.23; H 0.24; Os 0.75; C -0.20; O -0.74; C -0.21

---

DFT (wB97M-V/def2-TZVPD) results for one molecule with the formula C23H23N5OS in a non-equilibrium geometry.

```
53
Properties=species:S:1:pos:R:3:forces:R:3
C -2.080 -1.479 1.391 0.28 -0.42 0.23
C 3.185 -0.409 0.329 0.44 0.75 -0.02
C -1.518 -2.365 0.523 -0.10 0.16 0.07
C -0.133 1.255 0.100 0.00 0.10 0.03
H 4.902 0.964 -2.223 0.04 0.01 -0.08
C 0.368 2.712 -1.737 0.02 0.02 -0.08
C -3.149 0.765 1.234 0.00 0.44 0.33
C 0.614 1.550 -1.026 0.04 -0.01 -0.06
C -2.909 0.236 -1.735 0.04 0.10 -0.04
C 4.498 1.923 -0.352 0.04 0.04 -0.06
H -0.821 4.487 -1.868 -0.01 0.08 -0.05
C -1.229 -2.418 -2.037 0.07 -0.17 -0.16
H -2.180 3.938 0.108 -0.08 0.08 0.04
H 1.387 0.872 -1.355 0.07 -0.05 -0.01
H -3.763 0.506 2.101 -0.02 0.01 -0.14
H -1.720 -2.502 3.196 0.01 -0.03 0.05
H -1.048 -3.287 0.800 0.06 -0.12 0.10
H 5.005 2.837 -0.622 0.04 0.08 -0.03
C 3.915 1.798 0.899 0.02 -0.03 0.00
H -1.680 -0.749 3.373 0.02 0.02 0.11
N 2.430 -2.005 1.963 0.75 0.77 0.70
C -1.711 -1.860 -0.795 -0.51 0.52 0.35
H 3.969 2.611 1.606 -0.01 0.07 0.06
C -1.391 3.269 -0.207 0.01 -0.01 0.05
O -1.660 -2.137 -3.140 0.11 -0.11 -0.09
H -0.063 -4.021 -1.060 -0.05 -0.09 -0.02
C 1.755 -2.449 -0.048 0.21 0.21 0.56
S 1.459 -2.314 -1.742 -0.06 -0.06 -0.45
C -0.032 -3.358 -1.919 0.15 0.18 -0.10
H -2.529 1.250 -1.620 -0.01 0.09 0.00
H 0.954 2.941 -2.615 0.06 0.03 -0.09
H -3.228 -1.579 3.191 -0.04 -0.02 0.12
H 2.802 0.514 2.217 -0.05 0.01 0.06
C -2.185 -1.575 2.872 -0.09 0.11 -0.07
C 4.438 0.874 -1.253 -0.02 0.07 -0.03
N -2.615 -0.440 0.660 -0.07 -0.29 -0.22
H -1.425 1.251 2.448 -0.05 0.02 0.06
C -2.417 -0.665 -0.663 0.17 -0.32 -0.51
N 1.729 -3.055 1.978 -0.10 -0.27 0.94
C -1.153 2.105 0.513 0.06 0.09 0.14
N 2.493 -1.568 0.694 -1.03 -1.38 -0.62
H 0.071 0.354 0.661 -0.01 -0.20 0.08
C -2.028 1.731 1.675 -0.14 -0.13 -0.18
C 3.785 -0.300 -0.919 -0.11 -0.15 0.19
H -3.781 1.257 0.492 0.00 -0.08 0.08
H -4.000 0.269 -1.730 -0.08 0.05 -0.04
H 3.748 -1.123 -1.615 0.08 -0.06 -0.05
H 0.099 -3.912 -2.848 -0.05 0.02 0.10
H -2.494 2.620 2.103 0.02 0.00 0.06
C 3.259 0.633 1.247 -0.06 -0.11 -0.05
N 1.291 -3.372 0.771 0.00 -0.14 -1.21
C -0.629 3.577 -1.320 -0.04 0.09 -0.08
H -2.587 -0.158 -2.694 -0.05 0.04 0.02
```
Forces are in eV/Å.

**E_HOMO**: -8.0 eV
**Net charge**: 0
**Gap between HOMO and LUMO**: 8.46 eV

Results of the natural (NBO) charge analysis, in e, for atoms 1 through 6: C 0.13; C 0.20; C -0.27; C -0.22; H 0.22; C -0.23

---

DFT (wB97M-V/def2-TZVPD) results for C23H24BrN3O2Pt as an isolated structure.

```
54
Properties=species:S:1:pos:R:3:forces:R:3
H 4.767 5.687 0.811 0.00 0.00 0.01
C 1.384 3.320 3.558 0.01 0.03 0.04
H -0.931 2.594 5.911 -0.01 0.00 0.00
C -0.356 1.863 2.666 -0.03 0.02 0.00
C 0.812 2.649 2.455 0.05 -0.07 0.02
C -0.974 1.861 3.895 0.03 0.01 0.04
H 1.190 3.834 5.616 0.00 0.00 0.00
N 2.517 1.063 -0.489 0.08 -0.16 -0.17
H 2.606 5.040 1.786 -0.01 -0.01 -0.02
H 2.302 -0.889 0.263 0.01 -0.01 0.00
C 4.389 2.691 -0.736 0.08 0.10 0.03
H -5.477 1.972 -4.959 0.01 0.01 0.01
C 2.550 3.138 0.772 0.16 -0.10 -0.09
H -2.842 0.768 2.197 0.00 -0.01 0.00
C 2.902 -0.003 0.463 -0.02 0.07 -0.01
C -2.446 -0.248 -3.867 -0.04 0.12 0.06
H -0.730 -1.023 1.013 0.00 -0.01 0.01
H -1.591 -0.825 -3.544 -0.01 -0.01 -0.01
H -2.520 2.151 1.120 0.00 0.03 -0.04
C 2.730 0.605 -1.876 -0.04 0.04 0.02
H 2.733 0.337 1.482 0.01 0.00 0.01
C 0.753 3.304 4.780 -0.03 -0.03 0.00
H 4.896 2.062 -1.454 -0.01 -0.01 0.00
C 3.125 4.358 1.127 -0.03 0.03 -0.01
N 1.326 2.639 1.202 -0.34 0.04 -0.01
H 3.759 0.277 -2.034 0.00 -0.01 0.01
H 0.595 -0.495 2.077 0.00 0.00 0.01
O -2.193 2.456 -1.461 0.06 0.19 -0.22
C -2.269 1.118 1.337 0.01 -0.02 0.02
Pt 0.277 1.693 -0.286 -0.10 -0.02 -0.03
H -1.862 1.268 4.064 0.00 0.00 0.00
H 5.905 4.206 -0.797 0.00 0.00 -0.01
C -4.366 0.134 -5.257 -0.02 -0.01 0.00
C -1.803 1.520 -2.150 -0.55 -0.25 0.65
O -0.743 0.844 -1.923 0.57 -0.16 -0.15
H 2.323 3.840 3.447 -0.02 -0.01 0.00
C 4.329 4.732 0.554 0.00 0.01 0.00
H 3.960 -0.246 0.341 0.01 -0.01 0.01
H -3.102 -1.625 -5.372 0.01 0.00 0.00
H -1.023 -0.768 2.752 0.00 -0.02 0.00
C -4.632 1.383 -4.631 0.03 -0.02 0.04
C -0.437 2.599 4.949 0.03 0.01 -0.03
H -2.516 0.494 0.480 -0.02 0.03 0.00
Br -5.458 -0.439 -6.591 -0.01 -0.01 -0.02
C -0.470 -0.415 1.878 0.02 0.04 0.01
C 4.962 3.905 -0.361 -0.02 -0.05 -0.01
H 2.064 -0.235 -2.066 0.00 0.01 0.00
C -3.804 1.799 -3.630 -0.03 -0.04 -0.03
H -3.956 2.737 -3.115 -0.01 0.01 -0.01
C -3.266 -0.684 -4.865 -0.01 0.00 0.01
H 2.498 1.415 -2.565 -0.01 -0.01 -0.01
C -2.706 0.996 -3.245 0.24 0.19 -0.21
N -0.817 0.996 1.589 0.13 0.07 0.01
C 3.187 2.313 -0.179 -0.15 0.01 0.08
```
Forces are in eV/Å.

**Spin multiplicity**: 5
**E_HOMO (alpha / beta)**: -13.5 / -14.4 eV
**<S²>**: 6.071
**Net charge**: +2
**Gap between HOMO and LUMO (alpha / beta)**: 7.38 / 4.65 eV

Results of the natural (NBO) charge analysis, in e, for atoms 1 through 6: H 0.25; C -0.17; H 0.24; C 0.24; C 0.07; C -0.24

---

DFT (wB97M-V/def2-TZVPD) results for a 2-piece molecular cluster, C23H24F11NO5 overall.

```
64
Properties=species:S:1:pos:R:3:forces:R:3
H -0.491 -2.657 -4.492 -0.05 0.08 -0.04
H -1.110 0.080 0.996 -0.14 -0.05 -0.03
H 1.017 0.869 1.443 0.06 0.09 0.03
C 1.851 2.832 -2.092 0.21 0.17 -0.32
C -2.643 -3.444 -1.782 -0.02 -0.09 0.00
H 1.658 2.409 0.886 -0.03 0.01 0.02
C 3.692 2.171 5.660 0.00 0.03 0.01
H -0.684 2.638 1.182 0.02 -0.04 -0.03
F 3.121 1.900 4.469 0.00 -0.03 -0.01
C -1.672 -0.093 -3.479 0.05 -0.23 0.25
H 0.917 3.273 -1.797 0.01 -0.13 0.13
F -1.198 0.157 5.479 -0.06 0.01 0.02
N 2.353 1.673 -1.557 -0.01 -0.01 0.16
F 3.591 1.759 7.929 0.05 -0.09 0.10
C 1.760 0.817 -0.539 0.03 -0.10 0.12
C -1.889 -1.582 -3.308 -0.16 0.04 0.16
H -5.715 -3.825 -2.849 0.07 -0.01 -0.01
O 1.678 1.667 6.860 0.05 0.11 -0.49
H -4.765 -2.428 -3.385 0.02 0.03 0.07
C -1.580 -2.536 -4.428 0.12 -0.01 -0.01
O -3.731 -4.001 -2.492 0.08 -0.03 -0.21
F 0.235 1.554 4.572 -0.02 -0.04 0.03
H 2.624 4.202 -3.610 0.01 -0.04 0.03
C 0.674 0.683 6.734 -0.16 -0.05 0.44
H 2.591 0.254 -0.110 -0.05 0.02 -0.01
C -1.500 -2.503 -6.771 0.04 0.11 0.08
H -2.803 -3.547 -0.705 -0.06 0.12 0.00
F 2.006 -0.625 4.328 0.00 0.02 -0.02
C -1.232 0.631 -2.252 -0.10 -0.09 0.29
C 3.835 2.403 -3.054 -0.05 -0.11 0.09
F -0.268 -1.982 -6.957 -0.19 -0.11 0.00
C -4.880 -3.175 -2.592 -0.12 -0.02 0.08
C -1.664 0.223 -1.055 0.13 -0.06 -0.18
F 0.062 -0.799 3.342 0.01 -0.08 -0.05
H -2.382 1.227 0.634 -0.01 -0.17 0.05
H 0.494 -1.695 5.077 -0.01 0.01 -0.01
O -2.088 -2.025 -5.664 -0.10 -0.15 -0.23
F -2.253 -2.191 -7.821 0.18 -0.05 0.16
H -1.777 -4.052 -2.053 -0.05 -0.04 0.11
F -1.341 -3.845 -6.738 -0.06 0.14 -0.04
C 2.748 3.305 -3.024 -0.19 -0.05 0.12
O -3.449 -1.108 -0.238 0.00 -0.09 0.24
H 1.092 0.085 -1.000 -0.02 0.03 -0.05
C 1.043 1.556 0.591 0.04 -0.09 -0.14
H 4.718 2.470 -3.670 -0.02 -0.03 0.04
C 3.562 1.413 -2.139 0.26 0.29 -0.45
C 0.683 -0.759 4.545 0.02 0.02 -0.05
H 3.614 3.239 5.869 0.00 0.00 -0.02
H 0.959 -0.254 7.213 0.04 -0.04 -0.12
C 3.007 1.367 6.774 -0.02 0.03 0.17
C 0.130 0.438 5.322 0.09 0.09 -0.05
C -1.414 0.854 0.284 0.00 0.36 -0.11
H -0.613 1.509 -2.395 -0.11 0.03 -0.09
H 4.171 0.559 -1.891 -0.21 -0.08 0.20
H -0.492 2.640 -0.541 -0.01 -0.05 0.01
C -2.570 -0.973 -1.055 0.21 0.00 -0.11
F 3.231 0.049 6.634 -0.01 0.02 0.00
H -2.028 -3.512 -4.247 0.00 0.05 0.06
F 4.992 1.809 5.606 -0.01 0.02 -0.03
O -1.879 0.485 -4.514 0.20 0.12 -0.21
H -0.171 1.089 7.287 0.00 -0.01 0.01
C -2.328 -2.003 -2.115 0.05 0.12 -0.30
C -0.400 2.002 0.339 -0.03 0.07 0.14
H -5.099 -2.676 -1.644 0.03 0.02 -0.01
```
Forces are in eV/Å.

**E_HOMO**: -8.3 eV
**Net charge**: 0
**Gap between HOMO and LUMO**: 7.17 eV

Results of the natural (NBO) charge analysis, in e, for atoms 1 through 6: H 0.21; H 0.23; H 0.22; C -0.09; C -0.10; H 0.22

---

> Which formula does entry 4 have?

C23H24F11NO5

---

What did the third record say?
DFT (wB97M-V/def2-TZVPD) results for C23H24BrN3O2Pt as an isolated structure.

```
54
Properties=species:S:1:pos:R:3:forces:R:3
H 4.767 5.687 0.811 0.00 0.00 0.01
C 1.384 3.320 3.558 0.01 0.03 0.04
H -0.931 2.594 5.911 -0.01 0.00 0.00
C -0.356 1.863 2.666 -0.03 0.02 0.00
C 0.812 2.649 2.455 0.05 -0.07 0.02
C -0.974 1.861 3.895 0.03 0.01 0.04
H 1.190 3.834 5.616 0.00 0.00 0.00
N 2.517 1.063 -0.489 0.08 -0.16 -0.17
H 2.606 5.040 1.786 -0.01 -0.01 -0.02
H 2.302 -0.889 0.263 0.01 -0.01 0.00
C 4.389 2.691 -0.736 0.08 0.10 0.03
H -5.477 1.972 -4.959 0.01 0.01 0.01
C 2.550 3.138 0.772 0.16 -0.10 -0.09
H -2.842 0.768 2.197 0.00 -0.01 0.00
C 2.902 -0.003 0.463 -0.02 0.07 -0.01
C -2.446 -0.248 -3.867 -0.04 0.12 0.06
H -0.730 -1.023 1.013 0.00 -0.01 0.01
H -1.591 -0.825 -3.544 -0.01 -0.01 -0.01
H -2.520 2.151 1.120 0.00 0.03 -0.04
C 2.730 0.605 -1.876 -0.04 0.04 0.02
H 2.733 0.337 1.482 0.01 0.00 0.01
C 0.753 3.304 4.780 -0.03 -0.03 0.00
H 4.896 2.062 -1.454 -0.01 -0.01 0.00
C 3.125 4.358 1.127 -0.03 0.03 -0.01
N 1.326 2.639 1.202 -0.34 0.04 -0.01
H 3.759 0.277 -2.034 0.00 -0.01 0.01
H 0.595 -0.495 2.077 0.00 0.00 0.01
O -2.193 2.456 -1.461 0.06 0.19 -0.22
C -2.269 1.118 1.337 0.01 -0.02 0.02
Pt 0.277 1.693 -0.286 -0.10 -0.02 -0.03
H -1.862 1.268 4.064 0.00 0.00 0.00
H 5.905 4.206 -0.797 0.00 0.00 -0.01
C -4.366 0.134 -5.257 -0.02 -0.01 0.00
C -1.803 1.520 -2.150 -0.55 -0.25 0.65
O -0.743 0.844 -1.923 0.57 -0.16 -0.15
H 2.323 3.840 3.447 -0.02 -0.01 0.00
C 4.329 4.732 0.554 0.00 0.01 0.00
H 3.960 -0.246 0.341 0.01 -0.01 0.01
H -3.102 -1.625 -5.372 0.01 0.00 0.00
H -1.023 -0.768 2.752 0.00 -0.02 0.00
C -4.632 1.383 -4.631 0.03 -0.02 0.04
C -0.437 2.599 4.949 0.03 0.01 -0.03
H -2.516 0.494 0.480 -0.02 0.03 0.00
Br -5.458 -0.439 -6.591 -0.01 -0.01 -0.02
C -0.470 -0.415 1.878 0.02 0.04 0.01
C 4.962 3.905 -0.361 -0.02 -0.05 -0.01
H 2.064 -0.235 -2.066 0.00 0.01 0.00
C -3.804 1.799 -3.630 -0.03 -0.04 -0.03
H -3.956 2.737 -3.115 -0.01 0.01 -0.01
C -3.266 -0.684 -4.865 -0.01 0.00 0.01
H 2.498 1.415 -2.565 -0.01 -0.01 -0.01
C -2.706 0.996 -3.245 0.24 0.19 -0.21
N -0.817 0.996 1.589 0.13 0.07 0.01
C 3.187 2.313 -0.179 -0.15 0.01 0.08
```
Forces are in eV/Å.

**Spin multiplicity**: 5
**E_HOMO (alpha / beta)**: -13.5 / -14.4 eV
**<S²>**: 6.071
**Net charge**: +2
**Gap between HOMO and LUMO (alpha / beta)**: 7.38 / 4.65 eV

Results of the natural (NBO) charge analysis, in e, for atoms 1 through 6: H 0.25; C -0.17; H 0.24; C 0.24; C 0.07; C -0.24